{"formula": "C64H140F12N7O11", "method": "ωB97M-V with the def2-TZVPD basis set", "species": ["C", "C", "C", "C", "N", "C", "C", "C", "C", "C", "H", "H", "H", "H", "H", "H", "H", "H", "H", "H", "H", "H", "H", "H", "H", "H", "H", "H", "H", "H", "C", "C", "C", "C", "N", "C", "C", "C", "C", "C", "H", "H", "H", "H", "H", "H", "H", "H", "H", "H", "H", "H", "H", "H", "H", "H", "H", "H", "H", "H", "C", "C", "C", "C", "N", "C", "C", "C", "C", "C", "H", "H", "H", "H", "H", "H", "H", "H", "H", "H", "H", "H", "H", "H", "H", "H", "H", "H", "H", "H", "C", "C", "C", "C", "N", "C", "C", "C", "C", "C", "H", "H", "H", "H", "H", "H", "H", "H", "H", "H", "H", "H", "H", "H", "H", "H", "H", "H", "H", "H", "C", "C", "C", "O", "C", "N", "H", "H", "H", "H", "H", "H", "H", "H", "H", "H", "H", "H", "C", "C", "C", "O", "C", "N", "H", "H", "H", "H", "H", "H", "H", "H", "H", "H", "H", "H", "C", "C", "C", "O", "C", "N", "H", "H", "H", "H", "H", "H", "H", "H", "H", "H", "H", "H", "C", "O", "O", "C", "F", "F", "F", "C", "C", "H", "H", "H", "H", "H", "H", "C", "O", "O", "C", "F", "F", "F", "C", "C", "H", "H", "H", "H", "H", "H", "C", "O", "O", "C", "F", "F", "F", "C", "C", "H", "H", "H", "H", "H", "H", "C", "O", "O", "C", "F", "F", "F", "C", "C", "H", "H", "H", "H", "H", "H"], "positions_angstrom": [[3.0374, -9.9864, 0.9944], [1.5057, -9.9595, 0.7115], [1.1688, -8.7385, -0.1539], [-0.2069, -8.9359, -0.8147], [-0.5298, -7.8822, -1.8232], [-2.0221, -8.0483, -2.2931], [-2.0519, -7.7590, -3.7728], [-0.6958, -7.3384, -4.1652], [0.1918, -7.9966, -3.1009], [-0.4624, -6.5436, -1.1260], [3.5413, -10.0907, 0.0354], [3.3154, -10.7826, 1.6764], [3.2694, -9.0491, 1.4919], [0.9373, -9.9529, 1.6627], [1.3275, -10.8746, 0.1578], [1.9607, -8.6562, -0.9210], [1.2347, -7.8123, 0.4610], [-0.9063, -8.8680, 0.0123], [-0.1760, -9.9180, -1.3220], [-2.5752, -7.3074, -1.6833], [-2.3524, -9.0379, -2.0914], [-2.7914, -6.9682, -3.8946], [-2.4161, -8.6081, -4.2994], [-0.4507, -6.2823, -4.1744], [-0.4648, -7.8022, -5.0941], [1.1179, -7.3801, -3.1080], [0.4551, -9.0309, -3.2630], [-0.7224, -5.7351, -1.8337], [0.5886, -6.4429, -0.8179], [-1.0949, -6.4433, -0.2682], [2.3638, -2.9200, 3.0451], [1.8994, -1.5953, 3.5492], [0.5560, -1.5892, 4.1824], [0.0806, -0.1587, 4.2446], [-1.2315, 0.1257, 5.0189], [-1.5249, 1.5532, 5.0705], [-2.3999, 1.8313, 6.3665], [-2.1440, 0.6143, 7.1987], [-1.1865, -0.3334, 6.4590], [-2.4305, -0.5433, 4.2920], [2.5095, -3.6725, 3.8640], [3.3289, -2.8686, 2.4690], [1.5871, -3.2828, 2.3543], [1.9441, -0.9343, 2.6545], [2.6661, -1.1913, 4.2405], [0.5817, -2.0990, 5.1381], [-0.1258, -2.2419, 3.5705], [-0.1045, 0.2908, 3.2536], [0.8568, 0.4445, 4.6900], [-1.9447, 1.7157, 4.0813], [-0.5990, 2.1499, 5.1710], [-3.4759, 2.0141, 6.1459], [-2.0692, 2.7519, 6.8248], [-3.0804, 0.1063, 7.4846], [-1.7195, 0.9384, 8.1771], [-1.4767, -1.3963, 6.4487], [-0.1144, -0.3506, 6.8245], [-3.3364, -0.0469, 4.6458], [-2.3655, -1.6118, 4.4748], [-2.3255, -0.4398, 3.2188], [6.6257, -0.3623, 5.7196], [6.3323, -0.6919, 4.2141], [6.1064, 0.6632, 3.5801], [5.7145, 0.6938, 2.1075], [5.8888, 2.0542, 1.5815], [5.5272, 2.0916, 0.0748], [6.8194, 1.9499, -0.7478], [7.7063, 2.8351, 0.1559], [7.3124, 2.4698, 1.6176], [5.0286, 3.1193, 2.2082], [6.7468, -1.2494, 6.3051], [5.8287, 0.2397, 6.1537], [7.5667, 0.1835, 5.8532], [5.4011, -1.2722, 4.1326], [7.1495, -1.2356, 3.7592], [7.0271, 1.2246, 3.6685], [5.3330, 1.1135, 4.1646], [4.7308, 0.2767, 1.9971], [6.4580, 0.0631, 1.5854], [5.1309, 3.0407, -0.1922], [4.7906, 1.3007, -0.1154], [6.6368, 2.3073, -1.7713], [7.1745, 0.9585, -0.7699], [7.5037, 3.9301, 0.0139], [8.8318, 2.7687, -0.0127], [7.5076, 3.2376, 2.3504], [7.9159, 1.6445, 1.9357], [5.1180, 3.1266, 3.2673], [3.9803, 2.9591, 2.0042], [5.2605, 4.1182, 1.8484], [3.4886, 1.7468, -3.7002], [1.9923, 1.9784, -3.9135], [1.7436, 3.4178, -4.1018], [0.2320, 3.6319, -4.0980], [-0.2492, 5.0520, -4.2292], [0.4180, 6.0715, -3.3646], [-0.4806, 7.2950, -3.3857], [-1.8850, 6.7433, -3.5634], [-1.7028, 5.2134, -3.7249], [-0.1555, 5.4316, -5.6329], [4.0658, 2.2565, -4.4380], [3.7438, 0.7080, -3.5858], [3.7603, 2.2324, -2.7429], [1.2344, 1.6467, -3.1855], [1.6835, 1.4028, -4.8240], [2.2760, 3.7621, -4.9730], [2.2605, 3.9025, -3.2716], [-0.1646, 3.2715, -3.1656], [-0.1529, 3.1874, -4.9861], [1.4230, 6.1103, -3.7109], [0.4588, 5.5734, -2.4080], [-0.1659, 7.9670, -4.1844], [-0.3016, 7.8042, -2.4391], [-2.2620, 7.1601, -4.4822], [-2.5418, 7.0190, -2.7468], [-2.2185, 4.7241, -4.5322], [-1.7330, 4.6651, -2.7994], [-0.9234, 4.8315, -6.1550], [0.8638, 5.1989, -5.9740], [-0.4376, 6.4587, -5.8592], [0.9513, -0.7288, -9.4368], [0.9555, -2.1656, -8.9091], [0.0576, -2.3409, -7.6859], [0.6348, -1.6538, -6.6612], [-0.1808, -1.6077, -5.5089], [0.6215, -3.1606, -9.9962], [1.1175, -3.0080, -10.8480], [0.8193, -4.1092, -9.6912], [-0.3748, -3.0517, -10.2130], [0.0004, -0.4050, -9.8952], [1.8189, -0.4759, -10.0066], [1.1327, -0.1010, -8.5654], [1.9025, -2.4550, -8.4908], [-0.0653, -3.4561, -7.4262], [-0.8791, -1.8613, -8.0111], [-0.9776, -0.8821, -5.6292], [0.3949, -1.3192, -4.6523], [-0.5112, -2.6374, -5.3899], [-4.1917, 4.1366, -0.2401], [-4.3220, 2.8068, -1.0603], [-3.5772, 2.7629, -2.4796], [-3.8618, 1.5049, -3.0368], [-3.4654, 1.4519, -4.4111], [-3.7567, 1.6738, -0.3464], [-2.7496, 1.6546, -0.4929], [-4.3482, 0.9358, 1.6862], [-4.2947, 0.9122, -0.7470], [-3.2163, 4.1945, 0.2887], [-5.0557, 4.1945, 0.4469], [-4.3152, 5.1096, -0.7467], [-5.3970, 2.5855, -1.1729], [-2.4881, 2.8577, -2.3274], [-4.0698, 3.5519, -3.0739], [-2.3785, 1.4623, -4.4040], [-3.8705, 2.2977, -5.0071], [-3.9092, 0.5196, -4.6674], [-1.2262, 6.7495, 1.3484], [-0.2562, 5.8150, 0.7421], [1.0323, 6.6402, 0.6671], [2.1417, 5.7469, 0.5612], [2.4320, 5.4347, -0.7722], [-0.0572, 4.6769, 1.7136], [0.6334, 4.1077, 1.2663], [0.5164, 5.2283, 3.1823], [-0.8956, 4.1480, 1.6541], [-2.2821, 6.5149, 1.2528], [-1.1049, 7.8032, 1.0283], [-1.0389, 6.7637, 2.4178], [-0.6391, 5.4339, -0.2680], [1.1123, 7.1109, 1.6270], [1.0645, 7.3591, -0.1775], [2.5630, 6.3925, -1.3250], [1.7155, 4.7054, -1.2025], [3.4001, 4.9324, -0.8187], [-5.4483, -0.5483, 1.9037], [-5.5806, -0.3786, 0.5266], [-4.3537, 0.1682, 2.3157], [-6.6906, -0.1118, 2.6023], [-7.0020, 1.1704, 2.3793], [-7.7932, -0.8777, 2.2225], [-6.4773, -0.4836, 3.9060], [-6.0721, -1.5940, -0.1308], [-5.7669, -1.4661, -1.5545], [-6.1791, -2.2636, -2.1320], [-6.2606, -0.5254, -1.9435], [-4.6993, -1.4615, -1.6146], [-7.1086, -1.8378, -0.0206], [-5.4430, -2.4334, 0.1813], [-5.3599, -1.5703, 2.2145], [0.4134, 1.1698, -0.8696], [-0.5802, 0.5428, 0.0106], [0.0536, 2.2904, -1.4384], [1.6407, 1.3239, 0.0363], [2.4465, 0.1434, 0.1427], [2.4623, 2.1493, -0.6168], [1.3737, 1.8090, 1.2961], [-1.2291, -0.6835, -0.3552], [-1.0021, -1.8057, 0.6695], [-1.1507, -1.4552, 1.6914], [-1.6657, -2.6106, 0.4531], [0.0301, -2.1124, 0.4869], [-0.8614, -1.0209, -1.3660], [-2.2855, -0.4326, -0.5138], [0.6705, 0.2679, -1.5578], [-4.0360, -5.9188, 0.5492], [-3.6060, -5.4105, 1.8578], [-3.0882, -5.9683, -0.3470], [-4.8654, -7.2723, 0.6238], [-4.1366, -8.3730, 0.9864], [-5.7834, -7.1901, 1.6248], [-5.5113, -7.5033, -0.5777], [-4.6248, -4.7579, 2.4626], [-4.2074, -4.2237, 3.8251], [-3.8605, -3.1819, 3.7265], [-5.1266, -4.2546, 4.4024], [-3.4385, -4.8350, 4.2896], [-5.5348, -5.3579, 2.5762], [-4.8875, -3.9475, 1.7823], [-4.8408, -5.1533, 0.1259], [0.6297, 5.4581, 5.2263], [1.0047, 4.1327, 5.4925], [0.9619, 5.7959, 3.9776], [-0.8833, 5.5891, 5.2972], [-1.4748, 5.3251, 6.5002], [-1.1385, 6.8572, 5.0354], [-1.4536, 4.8322, 4.3889], [2.4447, 4.0307, 5.5405], [2.7834, 2.5251, 5.4221], [2.2200, 1.9628, 6.1859], [2.6775, 2.2706, 4.3891], [3.8472, 2.4181, 5.6708], [2.8635, 4.4737, 6.4740], [2.8183, 4.5539, 4.6297], [1.0285, 5.9521, 5.9964]], "lowdin_charge": [-0.099, -0.249, -0.212, -0.120, -0.239, -0.055, -0.161, -0.161, -0.117, 0.009, 0.072, 0.073, 0.068, 0.125, 0.103, 0.116, 0.119, 0.149, 0.146, 0.098, 0.126, 0.129, 0.115, 0.108, 0.108, 0.141, 0.138, 0.118, 0.090, 0.078, -0.113, -0.310, -0.197, -0.101, -0.256, -0.110, -0.117, -0.155, -0.086, 0.047, 0.097, 0.085, 0.072, 0.108, 0.115, 0.123, 0.127, 0.136, 0.105, 0.133, 0.123, 0.132, 0.098, 0.128, 0.133, 0.131, 0.152, 0.114, 0.090, 0.076, -0.079, -0.210, -0.217, -0.109, -0.236, -0.101, -0.116, -0.125, -0.110, 0.038, 0.066, 0.068, 0.084, 0.105, 0.112, 0.111, 0.085, 0.132, 0.156, 0.104, 0.122, 0.129, 0.099, 0.129, 0.146, 0.140, 0.121, 0.086, 0.102, 0.123, -0.076, -0.269, -0.200, -0.098, -0.281, -0.118, -0.129, -0.103, -0.051, 0.012, 0.069, 0.072, 0.060, 0.085, 0.120, 0.116, 0.108, 0.087, 0.124, 0.129, 0.093, 0.121, 0.117, 0.113, 0.122, 0.121, 0.103, 0.121, 0.120, 0.114, -0.013, -0.307, -0.255, -0.173, -0.049, 0.249, 0.165, 0.176, 0.184, 0.109, 0.084, 0.093, 0.153, 0.162, 0.143, 0.093, 0.087, 0.093, -0.048, -0.359, -0.211, -0.204, -0.079, 0.052, 0.062, 0.106, 0.051, 0.059, 0.080, 0.065, 0.146, 0.099, 0.121, 0.071, 0.097, 0.081, -0.069, -0.388, -0.167, -0.187, -0.128, 0.090, 0.061, 0.110, 0.085, 0.079, 0.104, 0.070, 0.146, 0.122, 0.132, 0.104, 0.069, 0.077, -0.386, -0.065, 0.023, -0.490, 0.178, 0.115, 0.124, -0.228, -0.078, 0.080, 0.112, 0.067, 0.123, 0.111, 0.148, -0.510, -0.132, -0.155, -0.456, 0.037, 0.103, 0.103, -0.246, -0.032, 0.045, 0.069, 0.074, 0.119, 0.092, 0.151, -0.481, -0.071, -0.207, -0.471, 0.102, 0.094, 0.098, -0.349, -0.045, 0.044, 0.077, 0.078, 0.116, 0.084, 0.155, -0.389, -0.089, 0.000, -0.582, 0.137, 0.178, 0.173, -0.212, -0.069, 0.085, 0.048, 0.066, 0.139, 0.121, 0.135], "total_charge": 3, "lumo_energy_ev": -6.03, "total_energy_ha": -4930.76546, "e_homo_ha": -0.4118, "orbital_gap_ev": 5.176, "max_force_ev_per_a": 4.57}